# 1
ORCA calculation (the ωB97M-V functional and the def2-TZVPD basis) on a 3-piece molecular cluster, C14H22N3O8S overall.

Properties
- HOMO-LUMO gap: 0.17218 Eh
- 2S+1: 1
- Charge: -1
- F_max: 0.56 eV/A
- LUMO energy: 1.87 eV

Structure (XYZ):
```
48
Properties=species:S:1:pos:R:3:forces:R:3:mulliken_charge:R:1
N 9.5023 -2.4654 1.8009 0.13 0.09 0.22 -0.569
C 9.0102 -3.3219 1.1956 -0.24 -0.25 -0.45 0.545
O 8.5522 -4.2798 0.4988 0.18 0.14 0.23 -0.300
C 7.0398 -4.1317 0.1570 -0.42 0.11 0.07 -0.743
C 6.4186 -5.4733 0.4894 0.16 0.02 -0.09 -0.521
C 5.6005 -5.4300 1.7959 -0.11 0.33 -0.17 -0.720
S 3.9349 -6.2147 1.6956 0.16 -0.19 0.05 -0.236
C 3.2057 -5.0523 0.6313 0.01 -0.03 -0.06 0.461
N 2.9900 -5.1277 -0.6376 -0.01 -0.17 0.06 -0.308
N 2.3892 -3.9347 -1.0109 -0.09 0.08 -0.21 -0.416
C 2.2991 -3.2350 0.0584 -0.11 0.15 -0.10 -0.087
O 2.7710 -3.8630 1.1437 0.07 0.11 0.20 -0.210
H 7.0575 -4.0078 -0.9307 0.28 -0.15 0.02 0.047
H 5.7639 -5.7618 -0.3422 -0.08 0.02 0.14 0.383
H 7.1744 -6.2677 0.5836 -0.05 -0.04 -0.09 0.411
H 6.0968 -5.9042 2.6448 -0.08 -0.05 -0.02 0.387
H 5.4239 -4.3788 2.0300 0.09 -0.08 0.13 0.345
H 1.8925 -2.2397 0.1600 0.08 -0.08 0.07 0.525
C -1.5002 3.4184 1.4115 0.00 -0.10 0.14 -1.176
C -0.9478 2.5336 0.3135 -0.18 0.35 -0.08 -0.049
O -0.2158 1.4204 0.8468 0.03 -0.03 -0.04 -0.338
C -0.9570 0.4343 1.3439 0.05 -0.02 0.01 0.780
O -2.1619 0.3908 1.3696 -0.04 -0.01 -0.04 -0.564
O -0.1374 -0.5049 1.8107 0.01 0.00 -0.01 -0.306
C -0.7916 -1.6226 2.4167 0.02 -0.23 0.04 -0.690
H -0.6981 3.7411 2.0765 0.02 0.06 -0.05 0.342
H -1.9741 4.2989 0.9770 0.02 0.01 -0.02 0.364
H -2.2402 2.8858 2.0068 -0.03 0.00 -0.05 0.302
H -0.2305 3.0896 -0.2866 0.13 -0.14 0.02 0.282
H -1.7372 2.1812 -0.3500 -0.02 -0.10 0.07 0.205
H -1.5202 -2.0603 1.7378 -0.04 0.06 -0.01 0.326
H -1.2816 -1.3248 3.3423 -0.04 0.05 -0.04 0.317
H -0.0131 -2.3487 2.6318 0.07 0.07 -0.01 0.211
C -5.7250 6.6365 -2.3576 0.03 -0.09 0.14 -1.099
C -5.2333 5.6857 -3.4272 -0.08 0.20 -0.15 -0.189
O -4.5123 4.5758 -2.8710 0.03 -0.01 0.04 -0.356
C -5.2664 3.6190 -2.3280 0.06 -0.02 -0.06 0.746
O -6.4699 3.5976 -2.2983 -0.03 0.01 0.02 -0.562
O -4.4562 2.6857 -1.8353 0.01 -0.03 0.01 -0.285
C -5.1231 1.6138 -1.1593 0.03 -0.21 0.16 -0.688
H -4.8937 6.9693 -1.7348 0.01 0.05 -0.05 0.285
H -6.1876 7.5092 -2.8189 0.01 0.01 -0.02 0.357
H -6.4611 6.1547 -1.7161 -0.03 -0.01 -0.04 0.317
H -4.5151 6.1798 -4.0788 0.06 -0.06 0.02 0.291
H -6.0532 5.3151 -4.0421 -0.03 -0.06 0.07 0.321
H -5.8818 1.1585 -1.7915 -0.04 0.10 -0.04 0.335
H -5.5754 1.9770 -0.2381 -0.07 0.02 -0.04 0.325
H -4.3616 0.8791 -0.9150 0.10 0.10 -0.03 0.201
```
Forces are in eV/Å.

# 2
ORCA calculation (the ωB97M-V functional and the def2-TZVPD basis) on C14H22N6O4S as an isolated structure at a distorted geometry.

Properties
- HOMO-LUMO gap: 0.41434 Eh
- 2S+1: 1
- F_max: 5.67 eV/A
- LUMO energy: 0.17 eV

Structure (XYZ):
```
47
Properties=species:S:1:pos:R:3:forces:R:3:mulliken_charge:R:1
C -15.6380 15.5890 7.0796 1.31 0.65 -1.29 -0.714
C -14.9147 14.3157 7.0638 0.28 0.90 0.53 0.309
N -14.3195 13.3414 7.0970 0.27 -0.65 -0.11 -0.356
H -15.9261 15.8589 8.0849 -0.42 -0.15 0.12 0.257
H -16.4566 15.3711 6.3897 -0.34 0.76 0.31 0.241
H -14.9734 16.4578 6.6920 -1.10 -1.64 0.42 0.264
C -12.3663 5.2667 4.6873 -0.34 -0.73 1.61 -0.869
C -13.5697 5.1540 5.5126 -0.35 0.88 -0.95 0.391
N -14.5964 5.1966 6.0165 -0.41 -0.25 0.53 -0.390
H -12.6437 5.0660 3.6563 0.33 0.35 -0.05 0.268
H -11.7814 4.4553 5.1138 0.77 -0.04 -0.55 0.334
H -11.9146 6.2327 4.9315 0.03 -0.25 -0.66 0.270
C -12.9721 10.0559 0.6072 0.25 -0.16 0.71 -0.449
C -12.2548 8.9960 -0.1384 -0.90 2.65 1.42 0.295
N -11.5115 8.3544 -0.7006 1.11 -1.67 -1.16 -0.374
H -12.3825 10.9941 0.7440 -0.20 -0.88 -0.57 0.253
H -13.1523 9.6983 1.6317 -0.17 -0.03 -0.33 0.012
H -13.9178 10.2835 0.1287 -0.10 0.04 0.01 0.249
C -19.0924 10.1942 5.0336 -0.43 0.86 -0.54 -0.396
C -18.4942 11.3341 5.7651 0.28 0.30 0.24 0.369
N -18.0692 12.2417 6.3450 -0.44 -0.94 -0.65 -0.432
H -19.9522 10.5920 4.4230 0.87 -0.56 0.61 0.316
H -19.4219 9.4393 5.7250 -0.40 -0.09 0.47 0.186
H -18.3770 9.6710 4.3977 0.10 0.55 -0.07 -0.075
C -16.8451 6.7198 3.6637 -0.66 -3.93 1.39 -0.554
C -16.5439 8.0418 3.5063 0.77 5.50 -1.18 0.603
N -16.3444 9.1699 3.2917 -0.19 -1.87 0.50 -0.582
H -16.3432 6.3361 4.5925 -0.42 0.08 -0.89 -0.091
H -16.5251 6.1548 2.7894 0.19 -0.12 0.07 0.371
H -17.9299 6.5411 3.7681 0.41 0.25 0.07 0.301
C -14.1806 9.2515 6.0500 -0.18 -0.89 0.44 -0.223
C -13.4692 8.6839 4.9115 -0.71 1.05 1.49 0.329
N -12.8603 8.3260 4.0230 0.86 -0.74 -1.48 -0.522
H -13.6189 10.0572 6.4955 0.14 0.50 -0.19 0.388
H -14.2579 8.4907 6.8489 -0.28 0.21 -0.50 -0.011
H -15.1678 9.5782 5.7173 0.11 0.01 0.23 0.062
C -18.4274 6.1624 9.6633 2.93 -1.19 -0.25 -0.450
C -17.9909 4.9115 8.8030 0.19 1.45 -0.30 -0.279
O -17.3309 5.4989 7.5858 -1.10 -1.23 2.28 -0.321
S -17.0256 7.0181 7.8574 3.58 0.91 -0.60 1.242
O -17.3364 7.6712 6.6420 -0.44 0.63 -0.36 -0.441
O -15.7011 7.2402 8.4167 -1.96 -0.74 -0.43 -0.660
O -18.0796 7.3439 8.9588 -0.51 -0.06 -0.34 -0.349
H -17.7981 6.1185 10.5604 -0.85 0.25 0.22 0.304
H -19.4508 6.1939 9.7484 -2.21 -0.03 0.91 0.355
H -18.8596 4.3428 8.5191 -0.12 -0.11 -0.64 0.293
H -17.3462 4.2687 9.3996 0.45 0.16 -0.49 0.274
```
Forces are in eV/Å.

# 3
ORCA calculation (the ωB97M-V functional and the def2-TZVPD basis) on C14H22NRu as an isolated structure at a distorted geometry.

Properties
- HOMO-LUMO gap (alpha / beta): 0.18180 / 0.26119 Eh
- 2S+1: 5
- Charge: +1
- F_max: 5.02 eV/A
- LUMO energy (alpha / beta): -4.34 / -5.66 eV

Structure (XYZ):
```
38
Properties=species:S:1:pos:R:3:forces:R:3:mulliken_charge:R:1
C -0.3922 0.7004 -3.2613 0.08 -0.12 0.98 0.928
C 0.1953 2.0415 -3.1327 0.09 0.23 0.36 -1.261
C 0.4441 -0.4227 -3.6941 0.27 -0.35 0.18 -1.202
C -1.8502 0.5359 -3.1832 -0.26 0.05 0.33 -1.279
H 0.4885 -0.4430 -4.7826 0.21 -0.27 -0.34 0.369
H 0.0343 -1.3840 -3.3567 0.08 0.07 -0.17 0.273
H 1.4714 -0.3267 -3.3173 -0.10 -0.06 -0.18 0.262
H 0.1769 2.5438 -4.0992 0.13 0.40 -0.20 0.336
H 1.2393 1.9925 -2.7989 -0.08 0.09 -0.13 0.294
H -0.3723 2.6582 -2.4221 0.11 -0.01 -0.20 0.335
H -2.2882 0.7124 -4.1653 -0.43 -0.03 -0.20 0.373
H -2.2948 1.2597 -2.4859 -0.02 -0.11 -0.19 0.306
H -2.1276 -0.4762 -2.8652 -0.06 0.07 -0.13 0.282
C 2.1301 -0.1624 2.6320 1.54 0.93 -1.25 -0.582
C 2.2195 -0.9599 1.3886 1.99 1.56 0.09 -0.878
C 2.0858 -0.0017 0.2856 0.87 0.24 0.70 -0.064
H 2.6168 -1.9442 1.3333 0.24 -0.54 -0.16 0.625
C 1.9106 1.2956 0.8137 0.11 -1.61 1.00 -0.258
C 1.9501 1.2277 2.2496 0.78 -2.39 -1.28 -1.221
H 1.9963 2.0492 2.9074 -0.17 0.85 0.64 0.830
H 2.3915 -0.5281 3.5967 -0.07 -0.13 0.61 0.489
H 2.2938 -0.2536 -0.7279 -0.30 -0.07 -0.59 0.557
H 1.8461 2.2047 0.2667 -0.29 0.43 -0.46 0.552
C -2.0931 -1.0479 2.0512 1.55 -1.75 -1.07 -1.432
C -1.0340 -1.9478 2.4658 -1.45 -0.74 -1.47 -0.532
C -0.3120 -2.3754 1.2447 -2.30 -0.95 -0.11 -0.967
H -0.9217 -2.4084 3.4177 0.08 -0.06 0.64 0.491
C -0.9792 -1.7041 0.1250 -0.70 -0.63 0.70 0.042
C -2.0276 -0.8991 0.6246 1.26 -1.05 0.96 -0.175
H -2.7250 -0.3444 0.0452 -0.20 0.52 -0.41 0.597
H -2.8620 -0.6967 2.6837 -0.59 0.56 0.52 0.827
H 0.3258 -3.2251 1.1916 0.32 -0.45 -0.16 0.631
H -0.8043 -1.9591 -0.8930 0.27 0.24 -0.60 0.546
Ru 0.3342 -0.6047 1.7452 -2.41 4.32 0.87 0.621
N -0.7930 1.2649 3.3739 0.75 1.18 0.02 -0.542
H -1.0442 1.6689 4.2363 -0.22 0.75 1.27 0.270
H -1.4892 0.5216 3.2454 1.67 0.23 -0.44 0.260
H 0.2602 1.4378 3.2615 -2.75 -1.39 -0.12 0.296
```
Forces are in eV/Å.